C5H16N2O | the ωB97M-V functional and the def2-TZVPD basis

```
24
Properties=species:S:1:pos:R:3:mulliken_charge:R:1
C 0.005 -2.564 -1.126 -0.875
N -0.248 -1.732 0.072 -0.309
C -2.074 -0.172 -0.655 -1.528
C -0.606 -0.371 -0.249 0.172
C -0.233 0.555 0.898 -0.865
N 1.230 0.689 0.928 -0.301
C 1.718 1.335 2.127 -0.946
H 1.081 -2.533 -1.326 0.244
H -0.266 -3.589 -0.944 0.368
H -0.542 -2.210 -2.005 0.285
H -0.882 -2.228 0.687 0.265
H -2.697 -0.290 0.228 0.351
H -2.335 -0.915 -1.416 0.372
H -2.234 0.798 -1.126 0.371
H 0.034 -0.067 -1.062 0.299
H -0.565 0.145 1.864 0.446
H -0.639 1.549 0.738 0.450
H 1.676 -0.211 0.835 0.239
H 2.795 1.212 2.296 0.357
H 1.275 0.970 3.068 0.320
H 1.638 2.430 2.075 0.259
H 0.685 3.146 -1.749 0.315
H 0.816 1.650 -1.876 0.362
O 0.370 2.403 -2.280 -0.650
```

Relative energy (zero: lowest compared OMol25 entry of this formula, charge and spin) in kJ/mol: 81.9
Gap between HOMO and LUMO in Ha: 0.3565
Total charge: 0
SMILES: CNC[C@H](C)NC.O
F_max in hartree/bohr: 0.0244

C5H16N2O | the ωB97M-V functional and the def2-TZVPD basis

```
24
Properties=species:S:1:pos:R:3:mulliken_charge:R:1
C 0.487 0.361 -1.500 -0.751
N 0.950 1.273 -0.310 -0.404
C 0.520 -0.653 1.284 -1.201
C 0.205 0.781 0.828 0.222
C -1.313 0.888 0.539 -0.928
N -1.916 -0.272 -0.089 -0.147
C -3.356 -0.122 -0.236 -0.901
H -0.536 -0.039 -1.678 0.333
H 1.198 -0.501 -1.439 0.235
H 0.792 0.971 -2.356 0.328
H 1.970 1.047 -0.207 0.476
H 0.345 -0.812 2.399 0.357
H -0.077 -1.359 0.699 0.329
H 1.562 -0.857 1.043 0.337
H 0.494 1.381 1.710 0.379
H 3.277 -2.145 -0.941 -0.146
H -1.645 0.828 1.597 0.456
H -1.537 1.877 0.248 0.530
H -3.683 -0.888 -0.979 0.299
H -3.938 -0.309 0.689 0.334
H -3.725 0.829 -0.586 0.372
H 2.746 -2.730 -0.943 0.116
H 3.933 0.498 0.283 0.165
O 3.250 -0.046 -0.056 -0.789
```

Relative energy (zero: lowest compared OMol25 entry of this formula, charge and spin) in kJ/mol: 870.3
Gap between HOMO and LUMO in Ha: 0.1453
Total charge: 0
F_max in hartree/bohr: 0.0998

C5H16N2O | the ωB97M-V functional and the def2-TZVPD basis

```
24
Properties=species:S:1:pos:R:3:mulliken_charge:R:1
C 0.305 1.419 3.129 -0.913
N -0.253 0.685 2.030 -0.069
C 1.643 -1.109 2.029 -1.212
C 0.821 -0.028 1.193 0.065
C 0.020 -0.506 -0.077 -0.899
N -0.392 0.658 -0.904 -0.306
C -1.145 0.133 -2.093 -0.990
H 1.413 1.525 3.267 0.318
H -0.242 2.265 3.182 0.421
H 0.028 0.926 4.090 0.361
H -0.953 0.092 2.467 0.348
H 1.001 -1.828 2.342 0.431
H 2.248 -0.624 2.845 0.364
H 2.339 -1.534 1.225 0.351
H 1.518 0.631 0.836 0.368
H -0.833 -0.933 0.296 0.503
H 0.565 -1.289 -0.593 0.510
H -0.983 1.229 -0.404 0.262
H -1.598 -0.725 -1.905 0.418
H -0.308 -0.015 -2.828 0.306
H -1.823 0.900 -2.652 0.359
H -1.407 -0.332 -5.123 0.315
H -0.573 -0.717 -6.408 0.321
O -1.392 -0.823 -5.945 -0.631
```

Relative energy (zero: lowest compared OMol25 entry of this formula, charge and spin) in kJ/mol: 255.5
Gap between HOMO and LUMO (alpha / beta) in Ha: 0.3951 / 0.1784
Total charge: +1
Spin multiplicity: 2
F_max in hartree/bohr: 0.1340

C5H16N2O | the ωB97M-V functional and the def2-TZVPD basis

```
24
Properties=species:S:1:pos:R:3:mulliken_charge:R:1
C -2.569 -0.320 -2.356 -1.368
C -1.460 0.543 -1.872 0.060
C -0.135 -0.305 -1.517 -0.915
C 0.387 0.108 -0.142 -0.274
C 0.462 -0.761 0.969 -0.524
N 1.352 -0.648 2.060 -0.354
N -1.118 1.860 -2.550 -0.237
H -2.390 -1.246 -1.951 0.457
H -3.596 -0.077 -2.004 0.347
H -2.672 -0.319 -3.535 0.345
H -1.895 0.884 -0.912 0.288
H 0.684 -0.421 -2.205 0.541
H -0.631 -1.307 -1.664 0.304
H 0.854 1.047 -0.296 0.337
H -0.077 -1.626 0.873 0.454
H 2.276 -0.943 1.770 0.390
H 1.052 -1.314 2.942 0.494
H 1.463 0.333 2.437 0.436
H -1.186 2.507 -1.769 0.416
H -1.808 2.091 -3.250 0.339
H -0.057 1.870 -2.960 0.425
H 3.382 -0.989 4.707 0.320
H 2.196 -0.232 5.321 0.343
O 2.582 -0.542 4.430 -0.625
```

Relative energy (zero: lowest compared OMol25 entry of this formula, charge and spin) in kJ/mol: 239.6
Gap between HOMO and LUMO in Ha: 0.3999
Total charge: +2
F_max in hartree/bohr: 0.1332